16
Properties=species:S:1:pos:R:3:forces:R:3 method="wB97M-V/def2-TZVPD" charge=0 homo_energy_ev=-8.13 orbital_gap_ev=8.40 relative_energy_ev=5.803
C -0.249 -0.336 0.580 0.757 -0.943 -4.039
C -1.614 -0.607 1.083 0.705 -2.188 1.978
C 0.057 -1.606 -0.813 -1.196 2.757 2.160
C 1.823 1.125 -0.271 -1.272 3.800 -1.198
O -0.131 2.241 0.973 -0.538 -0.103 -0.645
S 0.057 1.221 -0.079 -0.643 0.590 1.348
H -2.447 -0.621 0.454 -1.120 -0.003 -1.896
H -1.486 -1.723 1.385 -0.643 1.834 0.242
H -1.973 0.024 1.898 0.644 -0.174 0.376
H 1.067 -2.035 -0.801 -0.502 -0.067 0.435
H -0.814 -2.293 -0.534 1.533 0.812 -1.120
H -0.020 -0.970 -1.740 -0.470 -1.201 0.698
H 2.021 1.785 0.586 0.683 -0.657 -0.172
H 2.084 0.154 -0.247 1.148 -3.112 0.534
H 2.164 1.599 -1.197 -0.096 0.065 0.124
H -0.538 2.043 -1.276 1.011 -1.412 1.175



15
Properties=species:S:1:pos:R:3:forces:R:3 method="wB97M-V/def2-TZVPD" charge=+1 homo_energy_ev=-12.64 orbital_gap_ev=6.90 relative_energy_ev=2.225
C -1.968 0.314 0.001 -0.322 -0.854 0.368
N -2.409 1.507 -0.142 -0.039 -1.658 -1.069
H -1.647 -0.007 1.036 -0.104 0.370 -1.446
H -2.037 -0.428 -0.819 0.248 0.620 0.514
H -2.849 1.822 -1.041 0.666 0.060 1.339
H -2.357 2.008 0.717 -0.393 1.547 0.196
C 0.523 -1.834 0.792 0.434 1.106 1.154
C 1.249 -0.419 0.863 -2.238 -1.632 0.219
S 1.286 0.226 -0.834 2.501 0.384 0.646
H 1.298 -2.651 0.843 -1.247 0.725 -0.132
H 0.021 -1.784 -0.159 -0.334 -0.906 -0.371
H -0.257 -1.877 1.615 1.093 -0.466 -0.795
H 0.597 0.259 1.393 -0.050 0.243 0.471
H 2.098 -0.573 1.496 1.112 0.537 -0.453
H 2.591 0.703 -0.676 -1.327 -0.077 -0.643



12
Properties=species:S:1:pos:R:3:forces:R:3 method="wB97M-V/def2-TZVPD" charge=+1 homo_energy_ev=-14.58 orbital_gap_ev=10.60 relative_energy_ev=5.088 smiles=CN1O[C@@H]1[NH3+]
C -1.071 1.677 1.007 -0.546 -1.259 -2.704
N -0.420 0.617 -0.312 -3.121 3.591 2.071
O 0.486 -0.270 0.272 1.064 -1.685 1.575
C -0.765 -0.722 -0.063 0.653 0.036 -1.249
N -0.636 -1.569 -1.311 0.569 -2.620 1.736
H -2.083 2.059 0.613 1.679 -0.856 0.695
H -1.074 1.163 1.974 -0.242 -0.371 -0.550
H -0.351 2.466 1.061 0.407 0.383 -0.340
H -1.540 -1.202 0.527 0.351 0.698 0.896
H 0.408 -1.937 -1.315 -2.685 0.430 -0.191
H -0.812 -1.052 -2.136 -0.075 0.985 -1.271
H -1.415 -2.304 -1.214 1.946 0.668 -0.668



46
Properties=species:S:1:pos:R:3:forces:R:3 method="wB97M-V/def2-TZVPD" charge=+1 homo_energy_ev=-11.69 orbital_gap_ev=9.22 smiles="O=C(Cn1cc(-c2ccc(Cl)c(Cl)c2)[n+]2c1CCC2)OCc1ccccc1"
O 0.894 1.164 0.746 0.116 0.086 0.210
C 0.652 1.912 -0.163 -0.518 -0.466 -0.334
C -0.206 1.461 -1.371 0.670 0.596 0.262
N -0.858 0.226 -1.043 0.137 -0.670 0.089
C -2.186 0.067 -0.738 -0.574 -0.541 0.250
C -2.389 -1.223 -0.315 -0.227 0.852 -0.158
C -3.625 -1.852 0.131 -0.384 -0.184 0.198
C -3.942 -3.172 -0.187 0.015 0.205 0.027
C -5.130 -3.727 0.246 -0.082 0.034 0.102
C -6.023 -2.983 1.006 0.169 0.243 -0.008
Cl -7.488 -3.685 1.546 -0.030 -0.129 -0.028
C -5.715 -1.655 1.322 -0.086 -0.228 -0.108
Cl -6.804 -0.710 2.254 0.040 0.119 0.025
C -4.527 -1.098 0.882 0.103 -0.200 -0.071
N -1.155 -1.817 -0.374 0.225 0.736 -0.448
C -0.252 -0.931 -0.791 0.046 -0.199 -0.119
C 1.120 -1.482 -0.812 0.395 0.070 0.088
C 0.847 -2.989 -0.617 -0.060 -0.013 -0.093
C -0.560 -3.080 0.006 0.267 -0.796 0.392
O 1.030 3.153 -0.305 -0.176 0.314 -0.367
C 1.897 3.714 0.714 0.441 0.058 0.415
C 3.323 3.291 0.491 -0.215 -0.008 -0.019
C 3.894 2.296 1.275 -0.022 0.063 0.003
C 5.200 1.898 1.050 0.040 -0.056 0.048
C 5.941 2.485 0.038 0.016 -0.028 -0.002
C 5.373 3.472 -0.752 0.013 0.050 -0.093
C 4.068 3.873 -0.527 -0.025 -0.030 0.078
H 0.461 1.333 -2.228 -0.142 0.029 0.038
H -0.944 2.228 -1.609 0.051 -0.152 -0.039
H -2.896 0.859 -0.865 -0.133 0.156 -0.055
H -3.283 -3.762 -0.804 0.070 -0.080 -0.072
H -5.377 -4.746 -0.005 -0.053 -0.093 -0.016
H -4.296 -0.079 1.146 0.011 0.122 0.087
H 1.694 -1.059 0.016 -0.060 0.028 -0.082
H 1.656 -1.267 -1.736 -0.014 0.033 0.001
H 0.855 -3.492 -1.584 -0.021 -0.007 0.038
H 1.595 -3.459 0.015 -0.013 -0.010 -0.014
H -0.524 -3.145 1.097 -0.058 0.003 -0.103
H -1.127 -3.928 -0.374 0.012 0.122 0.038
H 1.540 3.387 1.694 -0.002 0.104 -0.151
H 1.776 4.793 0.603 -0.049 -0.166 0.016
H 3.316 1.839 2.065 -0.072 -0.036 0.074
H 5.642 1.133 1.669 0.051 -0.064 0.058
H 6.961 2.178 -0.133 0.096 -0.025 -0.016
H 5.948 3.933 -1.539 0.060 0.044 -0.068
H 3.624 4.645 -1.139 -0.033 0.116 -0.075



12
Properties=species:S:1:pos:R:3:forces:R:3 method="wB97M-V/def2-TZVPD" charge=+1 homo_energy_ev=-14.61 orbital_gap_ev=9.20 relative_energy_ev=4.813
C 1.733 1.245 -0.028 1.493 0.375 -1.984
C 0.390 1.141 -0.256 -2.216 1.432 -2.388
C -1.694 -1.109 -0.085 -0.580 2.599 -1.270
C 1.543 -0.034 0.434 0.884 0.705 2.316
C 0.080 0.129 0.760 0.731 1.485 1.802
N -0.484 -0.971 0.262 -2.564 -4.449 -1.116
H 2.511 1.792 -0.593 -0.410 -0.332 0.903
H -0.341 1.410 -1.128 1.805 -0.397 1.413
H -2.284 -0.088 -0.043 0.129 -2.277 0.002
H -2.089 -1.980 -0.696 0.556 0.927 1.331
H 2.097 -0.962 0.619 -0.109 0.314 -0.945
H -0.233 0.553 1.723 0.280 -0.382 -0.063



19
Properties=species:S:1:pos:R:3:forces:R:3 method="wB97M-V/def2-TZVPD" charge=0 spin_multiplicity=2 homo_energy_ev="-9.46 / -9.69" orbital_gap_ev="9.09 / 9.32" relative_energy_ev=5.639
C 3.238 -1.025 -0.513 -0.359 -1.304 -0.499
C 2.337 -0.667 0.631 0.017 -0.247 2.108
C 1.335 0.404 0.361 -2.256 -0.601 1.390
N 2.002 1.485 -0.291 1.176 -3.585 -0.780
C -3.541 0.433 -0.585 2.816 -5.048 2.335
N -5.053 0.650 -0.487 3.827 -0.210 1.422
N -2.423 -0.104 0.150 -4.829 2.042 -4.092
H 3.883 -1.832 -0.114 0.086 0.477 -0.642
H 2.670 -1.435 -1.393 0.492 0.373 0.724
H 3.793 -0.144 -0.827 0.169 -0.245 -0.063
H 2.965 -0.158 1.395 0.015 -0.894 -0.017
H 1.805 -1.543 1.122 0.816 0.843 -0.623
H 0.687 0.606 1.407 1.740 0.087 -2.527
H 0.535 -0.073 -0.259 0.271 0.767 -0.186
H 1.537 2.240 0.001 -2.199 4.333 1.114
H -5.546 0.125 0.292 1.312 0.774 -0.386
H -4.149 1.354 0.031 -3.246 0.897 0.445
H -2.784 -0.878 0.664 -0.471 -0.296 1.784
H -3.293 0.561 -1.587 0.622 1.836 -1.506



14
Properties=species:S:1:pos:R:3:forces:R:3 method="wB97M-V/def2-TZVPD" charge=0 homo_energy_ev=-8.71 orbital_gap_ev=9.74 relative_energy_ev=1.050 smiles=CNCCS
C -1.659 0.474 -1.295 -1.689 -1.679 -0.147
N -0.603 -0.301 -0.672 0.681 0.012 1.302
C -0.014 0.181 0.623 0.099 2.027 -1.816
C 1.519 0.091 0.599 -0.316 -0.609 -1.445
S 2.105 -1.602 0.837 0.517 -0.743 0.042
H -1.760 0.085 -2.320 0.504 0.892 -0.102
H -1.617 1.541 -1.187 0.677 0.446 -0.298
H -2.681 0.211 -0.946 0.279 0.168 0.564
H -0.927 -1.256 -0.628 0.310 -0.136 0.206
H -0.151 1.275 0.531 -0.306 -0.213 0.371
H -0.464 -0.111 1.564 -0.202 -0.539 0.065
H 1.794 0.335 -0.471 -0.144 -0.378 1.138
H 2.052 0.802 1.205 -0.079 0.182 0.554
H 2.405 -1.724 2.160 -0.331 0.572 -0.435



62
Properties=species:S:1:pos:R:3:forces:R:3 method="wB97M-V/def2-TZVPD" charge=-1 spin_multiplicity=2 homo_energy_ev="-3.43 / -3.60" orbital_gap_ev="6.07 / 6.23" relative_energy_ev=0.999
Re -0.985 0.348 0.051 -0.415 0.202 -0.559
O 1.765 0.192 -3.444 -0.089 0.042 0.054
C 2.581 1.203 -3.109 -0.013 0.030 0.009
C 3.774 1.318 -3.830 0.003 0.001 0.001
C 4.672 2.326 -3.549 0.001 0.003 0.000
C 4.406 3.248 -2.539 0.000 0.004 -0.004
C 3.232 3.136 -1.820 0.016 -0.003 0.019
C 2.309 2.122 -2.080 -0.132 0.009 -0.191
C 1.079 2.008 -1.258 0.260 -0.213 0.234
O 0.184 1.132 -1.603 0.081 -0.221 0.086
N 0.979 2.723 -0.179 -0.113 0.067 0.158
N -0.252 2.374 0.400 0.036 0.340 -0.136
C -0.938 3.333 0.889 0.040 -0.047 0.077
C -2.350 3.203 1.195 -0.002 -0.044 -0.032
C -2.945 4.045 2.136 -0.021 0.013 -0.002
C -4.305 4.018 2.371 0.007 -0.009 -0.010
C -5.096 3.156 1.606 -0.001 0.002 0.001
C -4.540 2.340 0.644 -0.003 0.007 -0.007
C -3.147 2.312 0.417 0.078 0.118 0.000
O -2.645 1.531 -0.495 -0.083 -0.155 0.203
H 0.952 0.241 -2.884 0.055 -0.045 -0.007
H 3.962 0.593 -4.611 -0.002 0.000 0.001
H 5.589 2.398 -4.123 0.001 -0.001 0.001
H 5.107 4.042 -2.319 0.000 0.000 0.000
H 2.997 3.833 -1.026 -0.003 -0.003 -0.003
H -0.457 4.307 0.970 0.004 -0.001 0.032
H -2.310 4.725 2.697 0.001 -0.001 -0.003
H -4.750 4.659 3.120 0.001 0.001 -0.001
H -6.167 3.127 1.770 0.001 0.000 -0.001
H -5.150 1.668 0.054 0.002 0.001 -0.003
N 0.852 -0.715 0.538 -0.048 -0.120 -0.056
C 1.616 -1.575 -0.398 0.020 -0.035 0.034
C 2.460 -2.614 0.359 -0.015 0.038 -0.002
C 1.761 -3.450 1.441 0.023 -0.020 0.029
C 1.003 -4.710 1.009 0.006 -0.021 -0.053
N -0.052 -4.577 0.017 -0.006 -0.108 -0.030
C -1.123 -3.777 0.161 -0.019 0.053 0.109
N -1.499 -3.215 1.304 0.085 -0.161 0.028
N -1.876 -3.518 -0.924 0.002 -0.122 -0.066
C 0.734 -2.150 -1.541 -0.014 -0.009 -0.029
O 1.131 -3.222 -2.061 -0.039 -0.027 0.058
O -0.277 -1.495 -1.854 0.136 0.027 -0.218
H 1.477 -0.078 1.028 -0.013 0.057 -0.058
H 0.433 -1.269 1.281 0.032 0.013 0.044
H 2.319 -0.924 -0.928 -0.029 0.052 0.031
H 3.268 -2.070 0.861 0.009 0.001 -0.017
H 2.924 -3.265 -0.382 -0.030 -0.011 -0.005
H 1.123 -2.814 2.060 0.009 -0.010 0.023
H 2.530 -3.809 2.132 0.011 -0.002 -0.007
H 0.602 -5.211 1.896 -0.012 0.035 0.013
H 1.721 -5.401 0.564 -0.008 -0.028 0.031
H 0.296 -4.578 -0.941 0.034 0.068 0.014
H -0.901 -3.352 2.101 0.003 -0.052 -0.016
H -1.890 -2.180 1.057 -0.011 0.158 -0.063
H -1.364 -3.532 -1.799 0.026 -0.025 0.012
H -2.363 -2.624 -0.815 -0.021 0.009 -0.035
C -2.107 0.302 2.844 0.056 -0.003 -0.059
O -0.956 0.407 2.056 0.031 0.029 0.208
H -1.809 0.338 3.900 -0.017 -0.019 0.010
H -2.634 -0.645 2.656 -0.024 0.005 0.025
H -2.828 1.108 2.674 -0.012 0.017 0.001
O -2.119 -1.048 0.251 0.126 0.114 0.125